13
Properties=species:S:1:pos:R:3:forces:R:3 method="wB97M-V/def2-TZVPD" multiplicity=1 charge=0 orbital_gap_ev=8.91 e_above_lowest_kj_mol=902.3 e_lumo_ev=-0.3 total_energy_ha=-228.30500 homo_energy_ev=-9.203 largest_force_ev_per_a=6.41
C 1.878702 0.903928 0.274191 0.7 -0.8 0.0
C 0.282943 -0.967753 -0.315462 -0.1 -0.7 -1.3
C -2.079377 -0.483713 -0.300402 0.2 -0.5 0.7
H 1.762992 1.599164 1.796179 0.6 -2.0 -4.2
H 2.377108 2.097414 -0.770476 -1.1 -3.5 3.1
H 2.555965 -0.400207 0.288538 -1.1 4.6 0.1
H -0.216996 0.803770 0.761464 2.6 -1.4 -4.4
H 1.148571 -1.725645 -0.492734 -1.2 1.6 0.5
H -2.128376 0.422366 -0.966808 0.4 -1.0 0.6
H -2.219142 -0.178037 0.772280 0.8 0.3 -0.6
H -3.011104 -1.062897 -0.356257 0.4 -0.1 -0.8
N 0.545473 0.419745 -0.226263 -1.4 2.4 5.8
N -0.896759 -1.428134 -0.464249 -0.8 1.0 0.6